Record 1
Formula: C11H14FeN2OP
Source: the Open Molecules 2025 dataset
Level of theory: wB97M-V/def2-TZVPD

Spin multiplicity: 6
Relative energy (zero: lowest compared OMol25 entry of this formula, charge and spin): 28.6 kcal per mole
Net charge: 0
Frontier orbital gap (alpha / beta): 4.169 / 6.597 eV
<S²>: 8.790
HOMO level (alpha / beta): -0.1776 / -0.2937 hartree

Last column: Löwdin charge in e.
Positions of all 30 atoms, in Å:
C -0.472 0.122 -1.706  -0.248
C -1.250 1.319 -1.531  -0.123
C -0.377 2.369 -1.144  -0.149
C 0.961 1.919 -1.222  -0.163
C 0.961 0.510 -1.568  -0.295
Fe 0.765 -0.703 0.344  0.605
P -0.060 -2.723 0.177  0.706
H -0.806 -0.813 -2.182  0.067
H -2.329 1.421 -1.702  0.092
H -0.684 3.387 -0.862  0.099
H 1.806 -0.091 -1.943  0.079
H 1.877 2.523 -1.123  0.101
H 1.108 -3.398 -0.395  -0.069
H -1.237 -3.048 -0.637  -0.053
H -0.301 -3.294 1.502  -0.068
N 1.300 1.190 6.996  0.141
C 1.376 2.077 5.975  -0.529
O 1.709 3.251 6.142  0.010
C 1.052 1.542 4.613  -0.183
C 0.714 0.200 4.360  -0.046
C 0.462 -0.214 3.040  -0.210
N 0.589 0.576 1.936  -0.137
C 0.838 1.892 2.205  -0.141
C 1.089 2.405 3.495  -0.011
H 1.470 1.558 7.932  0.113
H 0.940 0.259 6.929  0.070
H 0.678 -0.535 5.168  0.091
H 0.160 -1.244 2.845  0.051
H 0.852 2.570 1.352  0.080
H 1.345 3.476 3.622  0.121



Record 2
Formula: C4H13N2O2
Source: the Open Molecules 2025 dataset
Level of theory: wB97M-V/def2-TZVPD

Spin multiplicity: 2
Relative energy (zero: lowest compared OMol25 entry of this formula, charge and spin): 59.3 kcal per mole
Net charge: +2
Frontier orbital gap (alpha / beta): 10.397 / 3.890 eV
<S²>: 0.756
HOMO level (alpha / beta): -0.6505 / -0.6501 hartree

Last column: Löwdin charge in e.
Positions of all 21 atoms, in Å:
N 0.409 0.720 -1.345  0.247
C -0.185 0.583 0.078  -0.226
C -1.374 -0.409 0.161  -0.126
C -2.607 0.372 0.025  -0.222
O -2.632 1.083 -0.945  0.100
C 0.992 0.122 1.051  -0.088
N 2.062 1.131 1.070  0.349
H -0.226 1.366 -1.874  0.198
H 0.469 -0.162 -1.869  0.157
H 1.345 1.083 -1.172  0.153
H -0.697 1.597 0.382  0.197
H -1.385 -1.078 -0.672  0.121
H -1.243 -1.081 1.003  0.134
H -3.540 0.066 0.631  0.181
H 0.352 -0.015 2.065  0.251
H 1.203 -0.889 0.807  0.094
H 2.831 0.713 1.508  0.138
H 1.752 1.982 1.590  0.197
H 0.115 -2.551 -0.764  0.059
H 1.505 -2.647 -0.922  0.080
O 0.853 -1.988 -0.807  0.007



Record 3
Formula: C4H14N3O
Source: the Open Molecules 2025 dataset
Level of theory: wB97M-V/def2-TZVPD

Relative energy (zero: lowest compared OMol25 entry of this formula, charge and spin): 46.1 kcal per mole
Net charge: +1
Frontier orbital gap: 11.681 eV
HOMO level: -0.5294 hartree

Last column: Löwdin charge in e.
Positions of all 22 atoms, in Å:
C -0.824 0.045 -2.737  -0.143
O 0.192 0.975 -2.478  -0.152
H 0.996 1.106 -2.984  0.116
H -0.717 -0.681 -3.556  0.099
H -1.760 0.598 -2.960  0.095
H -1.029 -0.504 -1.771  0.081
C 0.432 -1.281 0.665  -0.216
C 1.211 -1.812 1.872  -0.111
C -0.264 1.108 0.802  -0.441
N 0.508 0.165 0.257  0.056
N -0.400 1.101 2.143  0.219
N -0.881 2.019 0.042  0.225
H 1.050 -1.883 -0.125  0.145
H -0.618 -1.579 0.585  0.119
H 0.767 -2.421 2.710  0.097
H 1.992 -1.155 2.252  0.080
H 0.849 0.139 -0.771  0.158
H 0.054 0.383 2.672  0.107
H -1.273 1.536 2.476  0.149
H -0.815 1.934 -0.968  0.099
H -1.247 2.866 0.461  0.139
H 1.776 -2.660 1.412  0.078



Record 4
Formula: C6H11NO3
Source: the Open Molecules 2025 dataset
Level of theory: wB97M-V/def2-TZVPD

Relative energy (zero: lowest compared OMol25 entry of this formula, charge and spin): 17.0 kcal per mole
Net charge: -2
Frontier orbital gap: 5.000 eV
HOMO level: 0.0566 hartree

Last column: Löwdin charge in e.
Positions of all 21 atoms, in Å:
C -2.424 1.066 0.131  -0.799
C -1.541 -1.584 -0.393  -0.144
C 0.828 -1.336 0.260  -0.075
C -0.233 1.411 1.161  0.028
C -0.427 -0.580 -0.448  -0.368
C -0.905 0.670 0.310  -0.220
N 3.171 0.934 0.178  -0.291
O -2.795 1.093 -1.035  -0.078
O 3.287 1.143 -1.309  -0.431
O -3.111 1.248 1.134  -0.077
H -1.663 -1.958 0.654  0.083
H -1.203 -2.356 -1.191  0.083
H -2.517 -1.186 -0.889  0.090
H 0.493 -1.680 1.236  0.060
H 1.512 -0.549 0.407  -0.030
H 1.311 -2.132 -0.324  0.061
H 2.388 1.050 -1.731  0.014
H 0.813 1.219 1.140  0.002
H -0.749 2.232 1.715  0.070
H -0.291 -0.256 -1.469  0.119
H 4.057 1.551 0.465  -0.098



Question: Which of these has the lowest net charge?
Answer: C6H11NO3



Question: Which value of relative energy (zero: lowest compared OMol25 entry of this formula, charge and spin) does entry 3 give?
Answer: 46.1 kcal per mole



Question: Which value of relative energy (zero: lowest compared OMol25 entry of this formula, charge and spin) does entry 2 give?
Answer: 59.3 kcal per mole